# C28H33F18N14O12S6Zn

A structure of composition C28H33F18N14O12S6Zn (ωB97M-V/def2-TZVPD, the Open Molecules 2025 dataset).

Calculated values
HOMO level   -7.003 eV
Total charge   -1
Largest force on an atom   3.9 eV/Å
Energy relative to the best compared isomer or geometry (same formula, charge and spin)   0.1 kcal per mole

Geometry (Å):
Zn: -2.537 -1.050 1.534
C: 5.702 1.945 0.058
F: 6.941 2.067 -0.391
F: 5.294 0.695 -0.228
F: 5.691 2.099 1.377
S: 4.514 3.193 -0.725
O: 4.112 2.625 -1.983
O: 3.485 3.348 0.257
N: 5.381 4.622 -0.828
S: 5.905 4.728 -2.345
O: 6.641 5.964 -2.466
O: 6.597 3.552 -2.839
C: 4.370 5.028 -3.463
F: 4.555 6.215 -4.056
F: 4.260 4.114 -4.419
F: 3.224 5.101 -2.783
C: -4.122 2.191 4.067
F: -4.933 1.730 4.989
F: -4.759 2.347 2.920
F: -3.629 3.340 4.462
S: -2.660 0.983 3.761
O: -1.989 1.457 2.590
O: -1.845 0.889 4.937
N: -3.373 -0.528 3.256
S: -4.462 -1.061 4.266
O: -4.137 -0.815 5.646
O: -5.792 -0.816 3.800
C: -4.157 -2.913 4.152
F: -4.475 -3.373 2.924
F: -2.869 -3.163 4.376
F: -4.913 -3.552 5.036
C: -0.448 -2.272 -1.763
F: 0.469 -2.608 -0.866
F: 0.097 -2.237 -2.968
F: -1.374 -3.234 -1.768
S: -1.276 -0.595 -1.425
O: -0.612 0.382 -2.247
O: -2.633 -0.837 -1.821
N: -1.194 -0.338 0.265
S: 0.259 0.298 0.618
O: 0.495 0.013 2.007
O: 1.308 -0.049 -0.300
C: 0.043 2.169 0.498
F: 0.924 2.629 -0.355
F: -1.199 2.443 0.075
F: 0.250 2.747 1.659
C: 1.132 -3.997 2.377
C: -0.041 -3.145 2.272
N: -0.962 -2.480 2.164
H: 0.754 -5.023 2.413
H: 1.653 -3.844 3.318
H: 1.776 -3.858 1.514
C: -4.483 -3.963 -1.626
C: -3.917 -3.217 -0.508
N: -3.481 -2.712 0.420
H: -5.333 -3.519 -2.139
H: -4.720 -4.982 -1.325
H: -3.735 -4.059 -2.416
C: 0.638 2.802 6.050
C: -0.099 3.372 4.938
N: -0.647 3.937 4.103
H: 0.722 3.533 6.854
H: 1.614 2.477 5.690
H: 0.181 1.926 6.511
C: -2.166 2.143 -4.559
C: -1.267 1.220 -5.263
N: -0.542 0.498 -5.780
H: -1.821 3.162 -4.443
H: -2.461 1.712 -3.602
H: -3.101 2.063 -5.123
C: 2.498 4.567 3.032
C: 2.946 3.199 3.284
N: 3.267 2.124 3.530
H: 2.519 4.808 1.974
H: 2.993 5.235 3.733
H: 1.443 4.612 3.327
C: 2.136 0.033 -3.520
C: 3.183 0.112 -4.509
N: 4.024 0.172 -5.289
H: 1.138 0.023 -3.946
H: 2.142 0.877 -2.827
H: 2.260 -0.830 -2.866
C: -0.422 -5.367 -4.342
C: -1.597 -5.684 -3.515
N: -2.505 -5.865 -2.835
H: -0.254 -4.296 -4.277
H: -0.448 -5.697 -5.376
H: 0.397 -5.957 -3.924
C: -2.509 -2.368 -5.322
C: -2.290 -3.479 -6.226
N: -2.179 -4.405 -6.892
H: -2.941 -2.645 -4.366
H: -3.141 -1.690 -5.903
H: -1.573 -1.834 -5.144
C: 3.944 -2.122 -0.029
C: 4.601 -3.333 -0.527
N: 5.089 -4.301 -0.905
H: 4.037 -1.303 -0.737
H: 4.462 -1.815 0.879
H: 2.909 -2.364 0.195
C: 1.502 -0.492 4.740
C: 2.488 -1.281 3.991
N: 3.196 -1.857 3.296
H: 1.423 -0.711 5.798
H: 0.614 -0.706 4.138
H: 1.669 0.572 4.588
C: -4.747 2.156 -1.056
C: -4.384 1.048 -0.166
N: -4.162 0.154 0.513
H: -4.749 1.751 -2.068
H: -4.055 2.992 -1.031
H: -5.751 2.447 -0.752

=====

# C30H26Cl2NO6PS2Se2Sn

A structure of composition C30H26Cl2NO6PS2Se2Sn (ωB97M-V/def2-TZVPD, the Open Molecules 2025 dataset).

Calculated values
HOMO level   -2.986 eV
Total charge   -2
Largest force on an atom   1.3 eV/Å
Energy relative to the best compared isomer or geometry (same formula, charge and spin)   14.0 kcal per mole

Geometry (Å):
Sn: -1.272 -0.259 -0.031
C: -2.655 4.035 -0.177
Se: -3.284 2.383 -1.030
C: -2.833 2.873 -2.888
C: -1.466 3.480 -3.109
Se: 0.022 2.469 -2.295
C: -0.156 0.901 -3.414
H: -2.963 4.913 -0.741
H: -1.569 3.997 -0.088
H: -3.106 4.053 0.812
H: -3.616 3.564 -3.222
H: -2.931 1.938 -3.438
H: -1.401 4.487 -2.691
H: -1.262 3.538 -4.183
H: -0.171 1.208 -4.459
H: -1.066 0.366 -3.144
H: 0.714 0.277 -3.217
O: 0.371 3.097 6.378
C: -0.472 2.197 6.259
O: -1.179 1.656 7.113
C: -0.663 1.674 4.780
C: 0.178 2.146 3.776
C: -0.007 1.718 2.476
N: -0.953 0.846 2.143
C: -1.759 0.369 3.092
C: -1.652 0.767 4.417
C: -2.800 -0.649 2.652
O: -3.629 -1.043 3.451
O: -2.737 -1.044 1.427
H: 0.952 2.852 4.042
H: 0.608 2.074 1.653
H: -2.334 0.366 5.153
Cl: -5.937 -3.848 -5.536
C: -5.135 -2.791 -4.416
C: -5.613 -1.490 -4.240
C: -4.955 -0.657 -3.378
Cl: -5.531 0.953 -3.141
C: -3.760 -1.028 -2.661
O: -3.143 -0.196 -1.956
C: -3.347 -2.394 -2.855
C: -2.217 -2.942 -2.167
O: -1.368 -2.367 -1.508
C: -4.045 -3.241 -3.727
H: -6.489 -1.151 -4.772
H: -2.114 -4.043 -2.292
H: -3.691 -4.251 -3.870
S: 2.270 0.813 -0.829
P: 2.414 -0.751 0.361
S: 0.819 -1.858 0.876
C: 3.642 -1.916 -0.358
C: 4.654 -1.425 -1.172
C: 5.598 -2.288 -1.697
C: 5.522 -3.642 -1.425
C: 4.506 -4.134 -0.622
C: 3.568 -3.273 -0.084
C: 3.292 -0.261 1.897
C: 4.384 0.591 1.796
C: 5.072 0.964 2.934
C: 4.665 0.498 4.174
C: 3.564 -0.336 4.277
C: 2.877 -0.719 3.139
H: 4.683 -0.368 -1.396
H: 6.395 -1.900 -2.319
H: 6.253 -4.320 -1.844
H: 4.448 -5.194 -0.413
H: 2.765 -3.635 0.542
H: 4.671 0.973 0.826
H: 5.922 1.629 2.853
H: 5.201 0.795 5.064
H: 3.233 -0.679 5.245
H: 2.014 -1.365 3.200

=====

# H10O5

A cluster of 5 separate species, H10O5 in total (ωB97M-V/def2-TZVPD, the Open Molecules 2025 dataset).

Calculated values
HOMO level   -11.444 eV
SMILES   O.O.O.O.O
Largest force on an atom   3.2 eV/Å
Energy relative to the best compared isomer or geometry (same formula, charge and spin)   20.8 kcal per mole

Geometry (Å):
H: -1.350 -1.029 1.248
H: -0.016 -0.336 1.171
H: 1.724 -0.535 -0.551
H: 2.668 -0.036 0.596
H: -0.123 -1.943 -0.424
H: -0.526 -0.616 -1.009
H: -1.616 1.228 -0.222
H: -2.213 0.351 -1.437
H: 0.900 1.011 -0.052
H: 0.813 2.300 0.787
O: -0.491 -1.138 1.588
O: 2.324 0.164 -0.314
O: 0.112 -1.306 -1.138
O: -2.266 0.609 -0.479
O: 0.287 1.623 0.330

=====

# C5H6

The molecule C5H6 (ωB97M-V/def2-TZVPD, the Open Molecules 2025 dataset).

Calculated values
HOMO level   -8.659 eV
SMILES   C=C=CC=C
Largest force on an atom   2.2 eV/Å
Energy relative to the best compared isomer or geometry (same formula, charge and spin)   49.8 kcal per mole

Geometry (Å):
C: -0.412 -1.393 -0.516
C: -1.116 -0.347 -0.849
C: -1.245 0.943 -0.743
C: 0.958 0.185 0.765
C: 0.737 -1.047 0.328
H: -0.588 -2.411 -0.821
H: -0.890 1.608 -1.518
H: -1.976 1.376 -0.076
H: 0.302 1.016 0.580
H: 1.825 0.406 1.367
H: 1.417 -1.856 0.553

=====

# C29H24BeGeIN4O4S

A structure of composition C29H24BeGeIN4O4S (ωB97M-V/def2-TZVPD, the Open Molecules 2025 dataset).

Calculated values
HOMO level   -10.898 eV
Total charge   +1
Largest force on an atom   1.1 eV/Å
Energy relative to the best compared isomer or geometry (same formula, charge and spin)   0.0 kcal per mole

Geometry (Å):
Be: 0.026 0.787 0.464
N: -1.534 1.403 -6.019
C: -1.467 0.668 -4.868
C: -0.225 0.406 -4.266
C: -0.158 -0.305 -3.090
C: -1.332 -0.756 -2.483
C: -2.570 -0.511 -3.072
C: -2.635 0.195 -4.255
S: -1.233 -1.581 -0.962
O: -2.472 -2.239 -0.685
O: 0.025 -2.256 -0.859
N: -1.077 -0.347 0.150
C: -2.043 0.640 0.394
N: -3.248 0.766 -0.107
C: -3.883 1.881 0.274
C: -3.330 2.857 1.099
C: -2.036 2.649 1.534
N: -1.403 1.530 1.192
H: -0.695 1.550 -6.551
H: -2.388 1.401 -6.548
H: 0.684 0.754 -4.740
H: 0.803 -0.524 -2.642
H: -3.470 -0.874 -2.597
H: -3.595 0.383 -4.719
H: -4.885 2.011 -0.119
H: -3.881 3.743 1.372
H: -1.498 3.361 2.147
Ge: -0.191 -1.077 2.670
C: -1.779 -0.680 3.571
C: -1.716 0.339 4.531
C: -2.832 0.635 5.299
C: -4.012 -0.065 5.092
C: -4.089 -1.064 4.128
C: -2.976 -1.378 3.369
C: 0.347 -2.694 1.937
C: -0.535 -3.727 1.587
C: -0.029 -4.950 1.197
C: 1.348 -5.150 1.158
C: 2.229 -4.135 1.491
C: 1.733 -2.898 1.874
H: 0.941 -0.082 2.895
H: -0.800 0.897 4.687
H: -2.782 1.408 6.053
H: -4.884 0.171 5.687
H: -5.016 -1.600 3.974
H: -3.046 -2.154 2.618
H: -1.605 -3.568 1.585
H: -0.701 -5.748 0.915
H: 1.736 -6.113 0.852
H: 3.296 -4.298 1.440
H: 2.422 -2.094 2.105
I: -3.217 6.119 -1.992
C: -1.582 5.043 -1.304
C: -1.329 3.777 -1.822
C: -0.272 3.039 -1.314
C: 0.538 3.556 -0.306
C: 0.308 4.842 0.163
C: -0.758 5.586 -0.326
C: 1.594 2.720 0.367
O: 2.518 3.183 0.972
O: 1.343 1.407 0.294
H: -1.946 3.371 -2.613
H: -0.072 2.061 -1.739
H: 0.959 5.248 0.926
H: -0.946 6.580 0.054